Formula: C45H41BiN2O8Se2
Source: the OMol25 dataset
Level of theory: ωB97M-V/def2-TZVPD

Structure (XYZ):
```
99
Properties=species:S:1:pos:R:3:lowdin_charge:R:1
Bi -0.63 -0.19 0.81 1.98
O 1.21 -0.91 -0.04 -0.42
C 1.73 -0.95 -1.35 -0.43
C 0.86 -0.34 -2.47 -0.10
C -0.49 -0.97 -2.62 -0.23
C -0.74 -1.63 -3.86 -0.02
C -1.92 -2.33 -4.03 -0.09
C -2.78 -2.39 -2.98 -0.03
C -2.51 -1.69 -1.75 -0.20
C -3.52 -1.92 -0.67 -0.07
C -2.93 -2.61 0.63 -0.42
O -1.66 -2.08 0.92 -0.40
C -2.80 -4.15 0.34 -0.08
C -1.52 -4.77 0.39 -0.02
C -1.34 -6.03 -0.13 -0.08
C -2.43 -6.73 -0.71 -0.12
C -3.71 -6.24 -0.65 -0.11
C -3.87 -4.97 -0.09 -0.04
C -3.91 -2.29 1.80 -0.12
C -3.53 -1.88 3.09 -0.02
C -4.46 -1.75 4.10 -0.09
C -5.81 -1.96 3.89 -0.11
C -6.21 -2.32 2.60 -0.12
C -5.29 -2.44 1.59 -0.07
N -1.36 -0.94 -1.59 0.07
C 3.11 -0.11 -1.32 -0.11
C 3.91 -0.13 -0.19 -0.02
C 5.12 0.56 -0.14 -0.08
C 5.42 1.40 -1.18 -0.12
C 4.57 1.52 -2.25 -0.10
C 3.47 0.70 -2.40 -0.04
C 2.06 -2.41 -1.65 -0.14
C 2.13 -3.29 -0.57 -0.01
C 2.41 -4.65 -0.75 -0.09
C 2.53 -5.16 -2.04 -0.12
C 2.47 -4.28 -3.13 -0.09
C 2.32 -2.91 -2.90 -0.05
H 1.31 -0.42 -3.47 0.09
H 0.81 0.71 -2.25 0.13
H 0.03 -1.51 -4.63 0.11
H -2.17 -2.84 -4.99 0.12
H -3.71 -2.97 -3.02 0.11
H -4.44 -2.32 -1.08 0.10
H -3.72 -0.83 -0.41 0.14
H -0.67 -4.14 0.59 0.10
H -0.31 -6.40 -0.08 0.10
H -2.17 -7.67 -1.24 0.09
H -4.53 -6.78 -1.10 0.10
H -4.85 -4.55 -0.08 0.08
H -2.46 -1.73 3.33 0.12
H -4.10 -1.36 5.07 0.11
H -6.56 -1.77 4.67 0.10
H -7.25 -2.65 2.45 0.10
H -5.77 -2.59 0.56 0.12
H 3.55 -0.78 0.66 0.14
H 5.81 0.40 0.71 0.11
H 6.37 1.92 -1.12 0.10
H 4.71 2.31 -2.99 0.10
H 2.85 0.80 -3.31 0.11
H 1.96 -2.97 0.46 0.12
H 2.55 -5.27 0.12 0.10
H 2.79 -6.24 -2.18 0.10
H 2.70 -4.60 -4.16 0.10
H 2.36 -2.24 -3.76 0.11
O -4.84 2.61 2.87 0.00
C -3.79 1.82 2.32 -0.47
O -3.89 1.17 1.28 -0.02
C -2.57 1.94 3.23 -0.23
C -2.54 2.85 4.29 -0.03
C -1.40 2.88 5.13 -0.10
C -0.42 1.96 4.91 -0.06
C -0.49 1.11 3.80 -0.25
N -1.55 1.07 3.01 0.00
C 0.60 0.09 3.66 -0.55
O 1.39 -0.05 4.60 0.02
O 0.69 -0.68 2.57 -0.24
H -5.59 2.38 2.32 0.08
H -3.31 3.61 4.35 0.09
H -1.35 3.62 5.90 0.08
H 0.46 1.73 5.54 0.11
O 2.65 8.27 -2.12 -0.13
C 2.90 7.90 -0.76 -0.21
C 3.43 6.33 -0.79 -0.49
C 4.79 6.47 -1.68 -0.19
O 5.44 5.21 -1.79 -0.08
C 2.26 5.57 -1.45 -0.45
Se 0.42 5.54 -0.33 0.14
C 3.59 5.72 0.62 -0.49
Se 1.86 5.35 1.72 0.22
H 1.72 8.10 -2.33 0.08
H 2.01 7.91 -0.08 0.09
H 3.79 8.50 -0.55 0.10
H 5.38 7.25 -1.23 0.10
H 4.46 6.83 -2.66 0.11
H 6.39 5.18 -1.61 0.08
H 2.44 4.50 -1.50 0.03
H 1.94 5.94 -2.44 0.04
H 4.19 6.39 1.25 0.04
H 3.96 4.70 0.52 0.03
```

The LUMO energy (spin up / spin down) is 0.139 / 0.139 Ha. For the HOMO-LUMO gap (spin up / spin down), the calculation gives 3.516 / 2.987 eV. The spin multiplicity is 1. Its net charge is -2. The value obtained for the HOMO energy (spin up / spin down) is 0.0094 / 0.0288 hartree.


Formula: C45H42As2MnN7S
Source: the OMol25 dataset
Level of theory: ωB97M-V/def2-TZVPD

Structure (XYZ):
```
98
Properties=species:S:1:pos:R:3:lowdin_charge:R:1
Mn 0.84 0.31 0.19 0.35
C -2.07 1.61 3.09 0.02
C -1.12 0.90 2.19 -0.26
N -0.36 1.49 1.32 -0.07
N -0.44 2.83 1.17 0.04
C 0.28 3.27 0.17 -0.72
N 0.29 4.57 -0.10 0.14
S 1.27 2.23 -0.86 0.80
C -0.97 -0.56 2.24 -0.22
C -1.69 -1.36 3.10 0.03
C -1.50 -2.73 3.09 0.01
C -0.58 -3.28 2.21 -0.01
C 0.12 -2.43 1.37 -0.11
N -0.07 -1.10 1.38 0.01
H -2.13 2.66 2.82 0.08
H -1.73 1.54 4.13 0.11
H -3.06 1.16 3.04 0.08
H -0.25 5.20 0.48 0.13
H 0.84 4.95 -0.85 0.11
H -2.40 -0.92 3.79 0.13
H -2.05 -3.37 3.77 0.14
H -0.38 -4.34 2.17 0.13
H 0.85 -2.81 0.67 0.09
C -1.05 -0.36 -1.88 -0.41
C 0.10 -0.46 -2.88 -0.36
As 1.76 -0.76 -1.88 1.29
C 2.07 -2.65 -1.73 -0.40
C 2.88 -3.10 -0.69 -0.14
C 3.18 -4.45 -0.59 -0.05
C 2.66 -5.35 -1.51 -0.03
C 1.86 -4.90 -2.55 -0.05
C 1.56 -3.55 -2.66 -0.11
C 3.23 -0.02 -2.88 -0.38
C 3.07 1.15 -3.61 -0.13
C 4.15 1.67 -4.31 -0.06
C 5.37 1.02 -4.28 -0.04
C 5.53 -0.15 -3.54 -0.05
C 4.45 -0.67 -2.84 -0.10
As -1.86 -2.07 -1.41 1.48
C -2.55 -2.88 -3.01 -0.38
C -1.92 -3.98 -3.59 -0.10
C -2.44 -4.49 -4.77 -0.04
C -3.57 -3.91 -5.34 -0.02
C -4.19 -2.83 -4.73 -0.04
C -3.70 -2.31 -3.55 -0.08
C -3.32 -1.69 -0.31 -0.41
C -3.63 -0.39 0.13 -0.10
C -4.77 -0.20 0.89 -0.05
C -5.57 -1.28 1.24 -0.01
C -5.25 -2.57 0.83 -0.03
C -4.12 -2.78 0.06 -0.08
H -1.86 0.27 -2.26 0.11
H -0.77 0.16 -0.94 -0.01
H 0.24 0.50 -3.39 0.07
H -0.09 -1.21 -3.65 0.08
H 3.29 -2.40 0.03 0.10
H 3.82 -4.81 0.21 0.12
H 2.91 -6.40 -1.44 0.12
H 1.48 -5.60 -3.28 0.12
H 0.96 -3.20 -3.49 0.09
H 2.12 1.67 -3.65 0.08
H 4.03 2.57 -4.89 0.12
H 6.21 1.42 -4.83 0.12
H 6.48 -0.66 -3.53 0.12
H 4.58 -1.60 -2.29 0.10
H -1.06 -4.44 -3.13 0.09
H -1.97 -5.35 -5.24 0.12
H -3.97 -4.31 -6.26 0.13
H -5.08 -2.39 -5.18 0.13
H -4.20 -1.48 -3.06 0.11
H -3.03 0.46 -0.16 0.10
H -5.05 0.80 1.19 0.12
H -6.46 -1.11 1.83 0.13
H -5.89 -3.40 1.10 0.13
H -3.88 -3.78 -0.29 0.12
C 3.48 0.44 3.46 0.00
C 2.38 0.45 2.64 -0.09
N 2.48 0.39 1.30 -0.05
C 3.70 0.37 0.75 -0.09
C 4.87 0.35 1.50 -0.16
C 4.74 0.37 2.89 0.04
C 6.21 0.23 0.90 -0.02
C 6.80 0.92 -0.08 -0.01
C 6.31 2.06 -0.87 -0.27
C 7.22 2.81 -1.60 0.01
C 6.72 3.90 -2.31 -0.09
N 5.43 4.21 -2.31 0.11
C 4.65 3.43 -1.57 -0.22
N 5.01 2.37 -0.86 0.15
H 3.35 0.49 4.53 0.13
H 1.38 0.50 3.06 0.11
H 3.76 0.39 -0.33 0.06
H 5.62 0.34 3.51 0.14
H 6.83 -0.51 1.40 0.12
H 7.83 0.65 -0.29 0.12
H 8.27 2.57 -1.61 0.12
H 7.38 4.53 -2.90 0.12
H 3.59 3.68 -1.56 0.07
```

The LUMO energy (spin up / spin down) is -0.330 / -0.398 Ha. For the HOMO-LUMO gap (spin up / spin down), the calculation gives 6.501 / 4.617 eV. The spin multiplicity is 4. Its net charge is +3. The expectation value of S² is 3.81. The value obtained for the HOMO energy (spin up / spin down) is -0.5684 / -0.5681 hartree.


Energy above the lowest of the compared OMol25 structures with the same formula, charge and spin, respectively: 78.64, 0.00 kcal/mol.